Record 1
{
  "formula": "C53H47N4O2PZn",
  "method": "ωB97M-V/def2-TZVPD",
  "homo_ev": [-7.25, -6.29],
  "homo_lumo_gap_ev": [6.9, 5.7],
  "charge": 0,
  "de_lowest_kj_mol": 0.00,
  "elements": ["Zn", "C", "C", "C", "C", "C", "C", "N", "N", "C", "C", "C", "C", "C", "N", "H", "H", "H", "H", "H", "H", "H", "H", "H", "N", "C", "C", "C", "C", "C", "C", "P", "C", "C", "C", "C", "C", "C", "C", "C", "C", "C", "C", "C", "H", "H", "H", "H", "H", "H", "H", "H", "H", "H", "H", "H", "H", "H", "H", "H", "C", "C", "C", "C", "C", "C", "C", "C", "C", "C", "C", "C", "C", "C", "H", "H", "H", "H", "H", "H", "H", "H", "H", "H", "H", "C", "C", "C", "C", "C", "C", "C", "C", "C", "C", "O", "O", "H", "H", "H", "H", "H", "H", "H", "H", "H", "H", "H"],
  "positions_angstrom": [[-1.053, 0.878, 0.536], [-0.939, -1.343, 5.721], [-1.508, -1.637, 4.487], [-1.315, -0.787, 3.413], [-0.549, 0.375, 3.546], [0.013, 0.677, 4.793], [-0.187, -0.183, 5.860], [-0.361, 1.161, 2.414], [0.344, 2.258, 2.595], [0.626, 2.927, 1.443], [1.308, 4.159, 1.547], [1.630, 4.845, 0.411], [1.275, 4.315, -0.839], [0.611, 3.115, -0.863], [0.302, 2.418, 0.239], [-1.086, -2.004, 6.565], [-2.105, -2.531, 4.360], [-1.768, -1.023, 2.459], [0.597, 1.578, 4.904], [0.253, 0.060, 6.819], [1.559, 4.515, 2.536], [2.156, 5.788, 0.479], [1.501, 4.829, -1.762], [0.307, 2.680, -1.808], [-2.591, -0.507, -0.160], [-2.532, -1.884, 0.216], [-3.678, -2.561, 0.610], [-3.581, -3.880, 1.024], [-2.349, -4.520, 1.034], [-1.210, -3.839, 0.638], [-1.286, -2.510, 0.235], [0.128, -1.460, -0.203], [0.097, -1.535, -2.017], [0.088, -0.333, -2.710], [0.005, -0.307, -4.097], [-0.070, -1.498, -4.800], [-0.073, -2.710, -4.117], [0.001, -2.728, -2.736], [1.540, -2.444, 0.365], [1.729, -2.492, 1.748], [2.769, -3.231, 2.283], [3.636, -3.921, 1.444], [3.464, -3.861, 0.071], [2.421, -3.122, -0.470], [-3.460, -0.056, 0.119], [-2.554, -0.393, -1.174], [-4.631, -2.048, 0.583], [-4.473, -4.407, 1.337], [-2.277, -5.550, 1.357], [-0.248, -4.336, 0.674], [0.163, 0.601, -2.166], [-0.002, 0.640, -4.619], [-0.132, -1.486, -5.880], [-0.142, -3.639, -4.666], [-0.030, -3.675, -2.210], [1.064, -1.948, 2.412], [2.910, -3.258, 3.355], [4.451, -4.497, 1.864], [4.149, -4.376, -0.590], [2.320, -3.051, -1.545], [5.549, 4.126, 2.713], [4.832, 3.338, 3.602], [4.087, 2.267, 3.135], [4.056, 1.972, 1.774], [4.775, 2.768, 0.888], [5.519, 3.838, 1.356], [3.217, 0.852, 1.303], [3.275, 0.275, 0.138], [3.864, -0.003, -1.096], [4.946, -0.905, -1.189], [5.476, -1.229, -2.422], [4.942, -0.681, -3.586], [3.876, 0.211, -3.510], [3.340, 0.551, -2.284], [6.125, 4.967, 3.076], [4.846, 3.564, 4.660], [3.499, 1.666, 3.818], [4.729, 2.556, -0.174], [6.068, 4.458, 0.659], [2.445, 0.523, 2.000], [5.343, -1.343, -0.283], [6.310, -1.915, -2.483], [5.359, -0.947, -4.548], [3.463, 0.640, -4.414], [2.515, 1.247, -2.218], [-6.234, -1.587, -3.068], [-5.572, -0.408, -2.411], [-4.544, 0.275, -3.062], [-3.908, 1.357, -2.472], [-2.825, 2.114, -3.190], [-4.285, 1.750, -1.183], [-5.334, 1.112, -0.527], [-5.783, 1.545, 0.842], [-5.966, 0.038, -1.160], [-3.439, 2.791, -0.461], [-3.632, 3.979, -0.651], [-2.553, 2.260, 0.303], [-6.654, -1.317, -4.038], [-7.043, -1.982, -2.454], [-5.520, -2.396, -3.238], [-4.239, -0.040, -4.055], [-2.633, 1.683, -4.173], [-1.893, 2.113, -2.620], [-3.109, 3.159, -3.310], [-5.081, 2.236, 1.305], [-5.903, 0.687, 1.508], [-6.751, 2.047, 0.788], [-6.783, -0.466, -0.652]]
}

***

Record 2
{
  "formula": "C3H3FO2Sr",
  "method": "ωB97M-V/def2-TZVPD",
  "multiplicity": 2,
  "homo_ev": [-10.44, -11.36],
  "homo_lumo_gap_ev": [4.5, 5.2],
  "charge": 1,
  "de_lowest_kj_mol": 392.98,
  "elements": ["H", "H", "O", "O", "C", "C", "C", "H", "F", "Sr"],
  "positions_angstrom": [[0.458, 0.770, -0.819], [-0.280, -0.674, -1.621], [1.032, -1.242, -0.103], [0.183, -0.080, 1.608], [0.628, -0.311, -1.129], [-0.650, 0.799, 0.934], [0.869, -1.146, 1.180], [1.460, -0.292, -1.837], [-0.872, 0.410, -0.351], [-2.827, 1.766, 2.137]]
}

***

Record 3
{
  "formula": "C17H23N4O13V",
  "method": "ωB97M-V/def2-TZVPD",
  "homo_ev": -0.31,
  "homo_lumo_gap_ev": 2.8,
  "charge": -2,
  "elements": ["O", "V", "O", "N", "O", "O", "O", "C", "C", "O", "H", "H", "H", "H", "H", "C", "C", "O", "H", "H", "H", "H", "H", "C", "N", "O", "O", "H", "H", "H", "C", "C", "C", "C", "C", "C", "N", "O", "O", "H", "H", "H", "H", "H", "C", "C", "C", "C", "C", "C", "N", "O", "O", "H", "H", "H", "H", "H"],
  "positions_angstrom": [[-25.637, 23.585, -23.235], [-26.630, 23.901, -24.412], [-25.990, 23.400, -25.774], [-28.519, 30.244, -23.939], [-27.931, 30.814, -22.991], [-28.370, 30.652, -25.140], [-29.271, 29.277, -23.731], [-25.989, 28.105, -24.078], [-25.852, 26.593, -23.851], [-27.086, 25.892, -23.967], [-26.551, 28.317, -24.981], [-24.975, 28.462, -24.349], [-26.153, 28.730, -23.203], [-25.518, 26.314, -22.843], [-25.179, 26.247, -24.649], [-27.679, 24.473, -20.003], [-28.675, 25.366, -19.198], [-29.164, 26.390, -19.858], [-27.010, 25.099, -20.595], [-28.307, 23.899, -20.697], [-27.133, 23.824, -19.308], [-28.067, 25.605, -18.273], [-29.417, 24.652, -18.742], [-24.637, 29.229, -20.456], [-25.704, 30.262, -20.208], [-25.322, 31.308, -19.691], [-26.829, 29.954, -20.447], [-25.141, 28.382, -20.918], [-24.267, 29.071, -19.452], [-24.014, 29.572, -21.278], [-30.234, 27.330, -30.583], [-31.110, 26.929, -29.574], [-30.559, 26.561, -28.351], [-29.213, 26.794, -28.126], [-28.369, 27.360, -29.057], [-28.946, 27.702, -30.288], [-28.654, 26.611, -26.770], [-27.443, 26.555, -26.637], [-29.444, 26.456, -25.873], [-30.657, 27.643, -31.534], [-32.176, 26.950, -29.743], [-31.267, 26.171, -27.635], [-27.337, 27.626, -28.907], [-28.248, 28.067, -31.033], [-25.050, 28.915, -28.401], [-26.027, 29.276, -27.485], [-27.025, 30.192, -27.868], [-27.144, 30.520, -29.229], [-26.183, 30.091, -30.121], [-25.174, 29.234, -29.742], [-28.294, 31.252, -29.780], [-28.323, 31.379, -30.998], [-29.111, 31.744, -29.043], [-24.327, 28.130, -28.205], [-26.009, 28.964, -26.454], [-27.667, 30.621, -27.103], [-26.138, 30.509, -31.119], [-24.520, 28.862, -30.519]]
}

***

Summary of strongest force on any atom in hartree/bohr
0.00954, 0.19265, 0.09169
(order as listed above)